{
  "formula": "C36H37BrCeN6O4S",
  "method": "ωB97M-V/def2-TZVPD",
  "e_homo_ev": [-12.6, -12.6],
  "total_charge": 2,
  "gap_ev": [3.922, 3.972],
  "de_lowest_kcal_mol": 0.0,
  "lumo_ev": [-8.65, -8.60],
  "species": ["Ce", "Br", "S", "O", "O", "O", "O", "N", "N", "N", "N", "N", "N", "C", "C", "C", "C", "C", "C", "C", "C", "C", "C", "C", "C", "C", "C", "C", "C", "C", "C", "C", "C", "C", "C", "C", "C", "C", "C", "C", "C", "C", "C", "C", "C", "C", "C", "C", "C", "H", "H", "H", "H", "H", "H", "H", "H", "H", "H", "H", "H", "H", "H", "H", "H", "H", "H", "H", "H", "H", "H", "H", "H", "H", "H", "H", "H", "H", "H", "H", "H", "H", "H", "H", "H", "H"],
  "positions_angstrom": [[7.475, -16.516, -7.067], [9.091, -19.097, -6.383], [5.326, -18.845, -6.738], [7.461, -14.852, -8.547], [6.111, -18.503, -7.999], [5.871, -19.894, -5.874], [5.201, -15.547, -9.707], [3.390, -16.272, -6.968], [8.832, -16.221, -9.899], [5.337, -17.435, -5.963], [-0.079, -19.909, -8.373], [5.328, -15.187, -6.155], [9.059, -17.092, -8.862], [3.506, -19.299, -8.620], [2.203, -19.491, -9.007], [11.425, -19.699, -7.827], [9.925, -18.078, -9.005], [8.744, -14.525, -5.386], [4.579, -16.329, -6.342], [3.626, -13.920, -7.326], [1.229, -19.699, -8.001], [5.596, -15.055, -13.276], [9.615, -14.214, -6.434], [5.843, -15.306, -10.893], [12.911, -18.386, -9.373], [14.020, -18.334, -10.208], [13.431, -20.726, -8.874], [10.314, -18.930, -7.930], [11.576, -14.710, -7.917], [2.936, -15.105, -7.473], [6.852, -14.483, -13.377], [7.636, -14.402, -12.223], [1.564, -19.673, -6.612], [9.029, -15.613, -4.524], [2.859, -19.417, -6.212], [7.061, -14.940, -3.030], [5.089, -15.466, -12.059], [14.547, -20.659, -9.720], [4.819, -14.015, -6.619], [12.598, -19.588, -8.696], [10.967, -16.148, -5.915], [8.131, -15.991, -3.328], [14.857, -19.453, -10.371], [7.184, -14.863, -10.977], [8.911, -16.460, -2.096], [10.138, -16.432, -4.836], [8.150, -14.974, -9.775], [10.721, -15.026, -6.710], [3.766, -19.287, -7.246], [5.876, -15.249, -9.035], [3.181, -19.301, -5.177], [2.000, -15.147, -8.017], [12.308, -17.501, -9.212], [14.259, -17.396, -10.711], [4.076, -15.866, -11.962], [10.294, -17.342, -4.248], [9.427, -13.343, -7.067], [8.645, -14.020, -12.274], [11.110, -15.051, -8.835], [15.714, -19.377, -11.046], [5.003, -15.215, -14.182], [13.222, -21.681, -8.375], [3.259, -12.982, -7.756], [12.509, -15.252, -7.844], [7.228, -14.097, -14.334], [11.776, -13.662, -7.990], [5.448, -13.142, -6.414], [10.385, -18.213, -9.990], [6.401, -14.845, -3.893], [9.604, -15.718, -1.728], [8.220, -16.662, -1.284], [15.149, -21.559, -9.894], [9.161, -16.487, -10.828], [11.775, -16.837, -6.172], [0.787, -19.856, -5.885], [9.458, -17.366, -2.311], [-0.228, -20.267, -9.306], [4.349, -19.176, -9.313], [7.905, -13.884, -5.140], [6.444, -15.273, -2.185], [7.587, -16.903, -3.703], [8.870, -14.121, -9.833], [7.480, -13.972, -2.783], [-0.684, -20.310, -7.665], [11.470, -20.446, -7.055], [1.882, -19.445, -10.041]],
  "forces_ev_per_angstrom": [[-1.356, 0.724, 0.176], [0.053, 0.096, -1.100], [0.548, -2.259, -0.514], [0.552, -2.365, 1.245], [0.900, 0.720, 1.410], [-0.169, 2.120, -1.035], [1.242, 0.019, 0.732], [0.312, -0.629, 0.173], [0.816, -2.083, -0.226], [0.545, 1.027, 0.153], [0.280, -0.200, 0.350], [-0.014, -0.350, -0.798], [0.938, 0.001, -0.154], [0.032, -0.040, 0.124], [-0.257, 0.057, 0.552], [-0.027, 0.613, -0.758], [-1.262, 1.754, -0.243], [0.303, -0.247, 0.646], [-0.048, 1.953, -1.254], [0.629, 0.458, 0.392], [-0.224, -0.177, 0.314], [-0.341, -0.360, -0.686], [-0.174, -0.157, -0.204], [-0.077, 0.091, -0.674], [0.360, -0.797, 0.055], [0.276, -0.067, 0.117], [0.250, 0.332, -0.222], [-0.036, -0.966, 1.083], [-0.070, -0.879, 0.578], [0.579, -1.258, 0.687], [0.600, 0.306, 0.245], [-0.070, -0.410, 0.184], [-0.032, 0.073, -0.469], [-0.149, -0.342, 0.049], [-0.987, -0.308, -0.589], [-0.133, -0.571, 0.054], [-0.063, 0.153, 0.564], [-0.291, 0.291, -0.015], [0.321, 0.003, 0.055], [0.201, -0.406, -0.358], [-0.298, -0.141, -0.053], [-0.348, -0.531, -0.802], [-0.592, -0.036, -0.003], [-0.437, 0.032, 0.011], [-0.257, 0.238, -0.184], [-0.493, -0.001, 0.106], [-1.118, 2.011, -0.809], [-0.146, 0.209, -0.699], [1.110, 0.689, -0.318], [-1.106, -0.076, -0.682], [-0.292, -0.228, -0.224], [-0.021, -0.135, 0.083], [0.147, 0.041, 0.032], [-0.004, -0.309, 0.105], [0.348, 0.148, -0.067], [0.144, 0.486, -0.153], [0.005, -0.277, 0.235], [0.145, 0.165, -0.120], [-0.280, 0.050, -0.196], [-0.260, -0.111, 0.336], [0.150, 0.207, 0.379], [-0.097, 0.536, -0.133], [0.266, -0.418, 0.345], [0.389, 0.027, 0.023], [-0.170, -0.281, 0.527], [0.137, 0.661, -0.101], [-0.289, -0.240, -0.195], [0.048, -0.089, 0.383], [-0.068, 0.170, 0.118], [0.257, 0.340, -0.035], [-0.120, -0.145, 0.001], [-0.204, 0.493, 0.168], [-0.225, 0.062, 0.384], [-0.112, 0.314, 0.133], [-0.102, 0.071, 0.039], [0.172, -0.263, 0.098], [-0.092, 0.094, 0.146], [-0.682, 0.054, 0.250], [0.077, 0.070, -0.136], [0.172, 0.103, -0.193], [0.145, 0.478, 0.377], [-0.265, -0.509, 0.107], [0.153, 0.214, 0.081], [0.085, 0.161, -0.322], [0.016, -0.082, 0.324], [0.155, -0.170, -0.002]],
  "mulliken_charge": [0.5186, -0.0964, 1.7156, -0.6762, -0.7508, -0.6970, -0.2587, -0.3621, -0.3035, -0.3072, -0.5165, 0.1375, 0.7721, -0.4560, -0.8532, -1.0097, -0.5434, -0.3145, 0.4291, -0.6330, 1.0303, -0.4063, -0.6764, -0.0150, 0.0421, -0.7276, -0.6515, 0.3310, -1.7261, -0.4047, -0.8891, -0.2651, -0.9264, 0.2726, -0.7007, -1.4114, -0.6887, -0.5566, -0.2125, 0.6410, -0.5420, 1.7297, -0.4558, -0.1033, -1.6054, -1.1059, 0.6905, 1.0326, 0.0362, 0.4788, 0.5033, 0.4410, 0.3430, 0.4035, 0.4418, 0.3976, 0.3962, 0.4547, 0.1572, 0.3960, 0.3956, 0.3793, 0.4665, 0.4958, 0.4030, 0.5102, 0.4147, 0.7820, 0.1205, 0.3952, 0.4222, 0.3875, 0.3627, 0.4799, 0.3200, 0.4111, 0.2491, 0.4791, 0.5851, 0.4235, -0.1172, 0.2084, 0.3991, 0.2449, 0.4579, 0.3811]
}